1.
This record from OMol25 describes a cluster of 13 separate species, C31H74ClN4O13 in total in a non-equilibrium geometry. The level of theory is wB97M-V/def2-TZVPD.

Properties
lowest unoccupied orbital energy	-2.808	eV
spin multiplicity	1
E	-78433.57605	eV
charge	+1
maximum force	2.34	eV/Å
gap between HOMO and LUMO	0.292	Eh

Each line ends with the Löwdin charge.
Cartesian coordinates (Å):
C -2.948 2.379 -0.432  -0.10
C -3.835 1.292 0.298  -0.24
C -3.369 -0.118 -0.208  -0.23
C -2.032 -0.574 0.486  -0.22
C -1.471 -1.892 -0.130  -0.20
C -0.209 -2.366 0.711  -0.19
C 0.901 -3.001 -0.226  -0.19
C 1.155 -4.525 0.098  -0.17
C 2.554 -4.732 0.817  -0.16
C 3.583 -5.543 -0.040  -0.07
C 4.222 -4.731 -1.163  -0.13
N 3.738 -4.486 -2.409  -0.03
N 2.517 -4.976 -2.908  0.17
C 2.674 -6.184 -3.227  -0.19
O 2.865 -7.313 -3.390  0.27
C 4.632 -3.719 -3.158  -0.58
Cl 4.432 -3.179 -4.798  0.74
C 5.717 -3.474 -2.322  0.01
N 5.412 -4.115 -1.128  0.06
C 6.410 -4.064 -0.055  -0.26
C 5.957 -3.661 1.213  0.02
C 6.939 -3.569 2.258  -0.02
C 8.285 -3.885 1.930  -0.01
C 8.539 -4.303 0.557  -0.09
N 7.642 -4.397 -0.421  0.14
H -2.693 1.960 -1.432  0.07
H -3.476 3.344 -0.552  0.05
H -2.004 2.466 0.142  0.06
H -4.901 1.490 0.048  0.09
H -3.677 1.349 1.397  0.09
H -3.272 -0.101 -1.311  0.11
H -4.145 -0.837 0.130  0.09
H -2.254 -0.697 1.571  0.12
H -1.300 0.253 0.363  0.11
H -1.198 -1.751 -1.199  0.10
H -2.228 -2.702 -0.064  0.11
H -0.592 -3.122 1.429  0.10
H 0.174 -1.483 1.257  0.10
H 0.605 -2.890 -1.290  0.09
H 1.811 -2.381 -0.083  0.10
H 1.218 -5.114 -0.843  0.08
H 0.336 -4.932 0.727  0.11
H 2.414 -5.262 1.796  0.10
H 2.976 -3.727 1.011  0.09
H 3.152 -6.491 -0.431  0.13
H 4.417 -5.819 0.646  0.12
H 6.638 -2.929 -2.536  0.15
H 4.927 -3.385 1.469  0.11
H 6.692 -3.268 3.287  0.12
H 9.109 -3.843 2.651  0.10
H 9.581 -4.561 0.298  0.11
C -7.471 -0.755 -0.013  -0.15
O -6.461 -0.979 -0.991  -0.14
H -7.576 0.318 0.137  0.07
H -8.424 -1.165 -0.357  0.08
H -7.187 -1.224 0.933  0.08
H -6.384 -1.930 -1.109  0.07
C -6.308 4.205 -1.511  -0.16
O -7.256 3.752 -0.545  -0.14
H -5.774 3.343 -1.906  0.08
H -6.823 4.715 -2.328  0.07
H -5.596 4.885 -1.038  0.07
H -7.715 4.528 -0.210  0.07
C 12.351 -5.231 1.887  -0.14
O 11.554 -4.070 1.648  -0.15
H 11.941 -6.058 1.310  0.08
H 13.381 -5.049 1.573  0.08
H 12.330 -5.488 2.948  0.08
H 11.942 -3.357 2.166  0.08
C -5.367 6.357 -4.751  -0.15
O -4.320 5.933 -3.886  -0.14
H -6.125 5.577 -4.793  0.07
H -5.815 7.277 -4.363  0.08
H -4.969 6.530 -5.753  0.07
H -3.664 6.641 -3.867  0.02
C -4.773 3.979 2.583  -0.16
O -3.748 3.297 3.301  -0.13
H -5.390 3.242 2.073  0.07
H -5.394 4.552 3.277  0.08
H -4.324 4.647 1.844  0.07
H -3.215 3.964 3.743  0.07
C 2.782 -7.277 4.571  -0.15
O 2.845 -5.968 3.990  -0.14
H 2.156 -7.907 3.947  0.08
H 3.782 -7.703 4.625  0.06
H 2.349 -7.213 5.572  0.07
H 3.404 -5.433 4.560  0.07
C -1.291 9.040 -3.763  -0.14
O -1.887 7.738 -3.756  -0.14
H -1.906 9.704 -4.365  0.07
H -1.238 9.423 -2.745  0.07
H -0.289 8.983 -4.195  0.09
H -1.326 7.170 -3.218  0.09
C 3.947 -10.589 2.241  -0.14
O 3.805 -9.193 2.495  -0.14
H 3.319 -11.133 2.943  0.08
H 3.629 -10.819 1.221  0.08
H 4.988 -10.890 2.380  0.08
H 4.366 -8.730 1.866  0.07
C -3.338 8.908 -6.978  -0.15
O -4.741 8.946 -7.210  -0.13
H -3.151 8.389 -6.039  0.05
H -2.845 8.369 -7.792  0.08
H -2.948 9.927 -6.913  0.08
H -4.878 9.407 -8.043  0.07
C -4.418 10.443 -1.218  -0.14
O -3.402 10.253 -2.201  -0.14
H -4.551 11.509 -1.055  0.06
H -5.359 10.013 -1.567  0.08
H -4.121 9.970 -0.278  0.08
H -3.303 9.303 -2.328  0.05
C 3.325 -9.222 7.630  -0.16
O 4.336 -9.435 6.653  -0.13
H 3.220 -8.152 7.800  0.07
H 2.375 -9.625 7.271  0.08
H 3.602 -9.709 8.569  0.08
H 4.407 -10.385 6.522  0.08
C -6.056 13.465 0.961  -0.16
O -6.564 12.169 0.658  -0.13
H -5.225 13.675 0.291  0.07
H -6.835 14.217 0.814  0.08
H -5.702 13.496 1.994  0.08
H -7.296 12.002 1.259  0.07

---

2.
This record from OMol25 describes a structure of composition C30H42BaBrClN2P2 in a non-equilibrium geometry. The level of theory is wB97M-V/def2-TZVPD.

Properties
lowest unoccupied orbital energy (alpha / beta)	-9.741 / -9.742	eV
spin multiplicity	1
E	-136587.67249	eV
charge	+2
energy relative to the best compared isomer or geometry (same formula, charge and spin)	609.9	kJ/mol
maximum force	5.62	eV/Å
gap between HOMO and LUMO (alpha / beta)	0.108 / 0.108	Eh

Each line ends with the Löwdin charge.
Cartesian coordinates (Å):
C -0.638 7.420 -6.299  0.00
C -0.815 6.049 -6.551  -0.24
C -1.125 5.659 -7.864  0.00
C -1.242 6.648 -8.857  -0.11
N -1.071 7.946 -8.604  0.08
C -0.777 8.330 -7.362  -0.11
C -0.686 5.089 -5.510  0.11
C -0.570 4.233 -4.584  0.07
C -0.442 3.279 -3.551  -0.20
C 0.620 3.373 -2.642  0.05
C 0.768 2.436 -1.605  -0.09
C -0.190 1.513 -1.658  -0.35
C -1.270 1.281 -2.421  -0.08
C -1.376 2.242 -3.439  0.05
Ba -0.186 0.032 0.186  1.55
P 2.046 -0.969 -1.120  0.73
H -1.273 4.609 -8.119  0.12
H -0.396 7.781 -5.298  0.12
H -1.482 6.364 -9.883  0.12
H -0.643 9.399 -7.185  0.12
H -2.200 2.160 -4.140  0.15
H 1.346 4.174 -2.720  0.15
H -1.982 0.483 -2.326  0.12
H 1.579 2.502 -0.905  0.12
C 2.202 -2.570 -0.257  -0.50
C 3.172 -3.545 -0.897  -0.13
H 1.188 -3.029 -0.194  0.04
H 2.466 -2.343 0.798  0.03
H 3.410 -4.350 -0.192  0.09
H 2.739 -4.014 -1.788  0.08
H 4.113 -3.066 -1.182  0.06
C 1.793 -1.183 -2.864  -0.40
C 2.857 -0.551 -3.760  -0.11
H 0.793 -0.787 -3.142  0.07
H 1.728 -2.268 -3.003  0.08
H 2.602 -0.727 -4.813  0.09
H 2.922 0.536 -3.620  0.07
H 3.855 -0.977 -3.589  0.08
C 3.387 0.152 -0.727  -0.41
C 4.772 -0.495 -0.750  -0.12
H 3.201 0.592 0.275  0.09
H 3.317 0.981 -1.449  0.07
H 5.541 0.274 -0.601  0.09
H 4.885 -1.224 0.060  0.08
H 4.991 -0.996 -1.700  0.07
Br 0.232 -1.855 2.020  0.07
P -2.671 -3.580 -4.330  0.98
C -0.804 -3.638 -4.206  -0.45
C -0.204 -5.045 -4.355  -0.17
H -0.498 -3.176 -3.255  0.04
H -0.427 -2.993 -5.014  0.07
H 0.861 -4.986 -4.619  0.07
H -0.283 -5.623 -3.427  0.07
H -0.716 -5.609 -5.144  0.07
C -3.156 -3.259 -2.555  -0.45
C -4.572 -3.736 -2.185  -0.16
H -3.087 -2.170 -2.426  0.04
H -2.409 -3.718 -1.892  0.07
H -4.650 -3.907 -1.105  0.07
H -5.325 -2.988 -2.459  0.07
H -4.829 -4.674 -2.688  0.07
C -2.881 -1.835 -4.978  -0.46
C -3.144 -1.768 -6.490  -0.17
H -1.990 -1.245 -4.710  0.05
H -3.732 -1.408 -4.429  0.07
H -3.622 -0.817 -6.756  0.07
H -2.215 -1.840 -7.066  0.07
H -3.804 -2.581 -6.812  0.07
Cl 0.098 5.664 2.753  0.75
C 0.468 4.012 3.021  -0.64
C 0.826 3.553 4.291  -0.05
C 1.088 2.202 4.491  -0.01
C 0.971 1.326 3.408  -0.16
N 0.625 1.757 2.188  -0.13
C 0.373 3.073 1.972  -0.17
H 0.883 4.246 5.119  0.12
H 1.353 1.822 5.476  0.13
H 1.140 0.250 3.572  0.06
H 0.055 3.407 0.980  0.09

---

3.
This record from OMol25 describes a structure of composition C52H70Ge2KN5O2S3 in a non-equilibrium geometry. The level of theory is wB97M-V/def2-TZVPD.

Properties
lowest unoccupied orbital energy	0.165	eV
spin multiplicity	1
E	-228468.34449	eV
energy relative to the best compared isomer or geometry (same formula, charge and spin)	155.3	kJ/mol
maximum force	2.10	eV/Å
gap between HOMO and LUMO	0.296	Eh

Each line ends with the Löwdin charge.
Cartesian coordinates (Å):
K -0.471 -1.024 -0.258  0.54
C -3.648 1.009 -3.177  -0.04
C -3.347 -0.405 -2.734  -0.17
C -2.243 -1.067 -3.287  -0.19
C -1.427 -0.442 -4.394  -0.03
C -1.906 -2.357 -2.863  -0.21
C -0.681 -3.022 -3.447  -0.03
C -2.692 -3.007 -1.908  -0.19
C -2.439 -4.453 -1.546  -0.04
C -3.766 -2.329 -1.323  -0.19
C -4.543 -2.981 -0.204  -0.05
C -4.130 -1.053 -1.773  -0.17
C -5.418 -0.459 -1.250  -0.04
H -4.047 1.037 -4.194  0.09
H -2.737 1.607 -3.155  0.06
H -4.364 1.498 -2.524  0.05
H -1.289 -1.159 -5.205  0.09
H -0.437 -0.150 -4.036  0.07
H -1.905 0.438 -4.812  0.07
H -0.885 -3.423 -4.444  0.10
H -0.329 -3.833 -2.814  0.06
H 0.130 -2.300 -3.542  0.06
H -1.747 -4.529 -0.705  0.06
H -2.027 -4.997 -2.394  0.08
H -3.369 -4.944 -1.268  0.08
H -5.368 -3.590 -0.588  0.09
H -4.958 -2.234 0.469  0.07
H -3.892 -3.618 0.391  0.07
H -5.299 -0.087 -0.229  0.07
H -6.193 -1.225 -1.235  0.09
H -5.779 0.356 -1.870  0.07
C 2.600 4.290 0.050  -0.17
C 1.954 2.907 0.022  -0.35
Ge 0.135 2.901 -0.807  0.90
C 0.280 2.447 -2.747  -0.36
C 1.254 3.372 -3.471  -0.17
C -0.569 4.748 -0.706  -0.24
C -1.654 4.748 0.085  -0.35
Ge -1.785 2.873 0.787  0.93
C -3.528 1.920 0.592  -0.36
C -4.682 2.549 1.371  -0.16
C -1.001 2.646 2.602  -0.35
C -1.535 3.542 3.718  -0.17
C -2.508 5.904 0.398  -0.24
C -2.573 7.023 -0.437  -0.04
C -3.379 8.102 -0.115  -0.09
C -4.133 8.093 1.050  -0.10
C -4.089 6.985 1.883  -0.08
C -3.294 5.901 1.552  -0.06
H 3.576 4.258 0.540  0.07
H 1.969 5.000 0.589  0.06
H 2.742 4.678 -0.961  0.06
H 1.869 2.512 1.038  0.05
H 2.578 2.215 -0.534  0.02
H -0.714 2.529 -3.191  0.04
H 0.600 1.409 -2.830  0.01
H 0.893 4.403 -3.457  0.06
H 1.374 3.076 -4.517  0.07
H 2.239 3.355 -3.003  0.04
H -0.197 5.658 -1.178  0.06
H -3.351 0.903 0.942  -0.01
H -3.771 1.877 -0.471  0.03
H -4.444 2.624 2.434  0.06
H -5.584 1.938 1.279  0.06
H -4.915 3.548 1.001  0.06
H 0.072 2.817 2.482  0.04
H -1.131 1.598 2.870  0.02
H -1.400 4.600 3.484  0.06
H -1.003 3.336 4.651  0.06
H -2.597 3.364 3.899  0.06
H -1.996 7.038 -1.353  0.10
H -3.419 8.958 -0.778  0.10
H -4.755 8.942 1.304  0.10
H -4.678 6.967 2.792  0.10
H -3.267 5.029 2.195  0.08
C 0.315 -4.620 4.966  0.00
C 0.043 -3.163 4.766  -0.27
C 0.459 -2.195 5.629  0.02
C 0.108 -0.856 5.340  -0.31
N -0.659 -0.535 4.320  0.12
C -1.088 -1.485 3.471  -0.83
S -2.182 -1.217 2.250  0.66
N -0.696 -2.790 3.700  0.11
C 0.581 0.259 6.212  -0.01
H 1.343 -4.775 5.287  0.09
H 0.126 -5.193 4.058  0.07
H -0.338 -5.007 5.749  0.10
H 1.079 -2.441 6.477  0.12
H -0.941 -3.448 2.969  0.13
H 1.022 -0.113 7.134  0.08
H -0.250 0.927 6.437  0.08
H 1.332 0.834 5.668  0.09
O 1.462 -0.494 -1.618  -0.62
S 2.731 -0.685 -0.865  0.98
C 3.555 -2.084 -1.671  -0.38
C 3.156 -2.481 -2.934  -0.08
C 3.802 -3.540 -3.555  -0.07
C 4.831 -4.204 -2.900  -0.08
C 5.215 -3.809 -1.625  -0.07
C 4.580 -2.742 -1.006  -0.08
C 3.961 0.465 -1.533  -0.38
C 3.882 0.969 -2.819  -0.08
C 4.827 1.890 -3.244  -0.07
C 5.843 2.292 -2.386  -0.07
C 5.919 1.772 -1.101  -0.06
C 4.973 0.857 -0.667  -0.08
H 2.341 -1.955 -3.416  0.10
H 3.507 -3.842 -4.552  0.11
H 5.345 -5.022 -3.388  0.11
H 6.014 -4.331 -1.115  0.11
H 4.886 -2.414 -0.017  0.12
H 3.073 0.657 -3.470  0.11
H 4.765 2.303 -4.242  0.11
H 6.575 3.014 -2.723  0.10
H 6.707 2.090 -0.432  0.11
H 5.004 0.462 0.343  0.11
O -0.122 -3.478 0.535  -0.61
S 1.316 -3.401 0.154  0.88
C 1.589 -4.985 -0.780  -0.26
C 2.332 -5.968 0.122  -0.22
C 1.991 -5.559 1.550  -0.24
C 2.239 -4.064 1.588  -0.28
H 2.138 -4.753 -1.693  0.07
H 0.586 -5.328 -1.031  0.08
H 3.409 -5.872 -0.032  0.11
H 2.052 -7.001 -0.086  0.11
H 2.587 -6.099 2.287  0.12
H 0.929 -5.742 1.739  0.11
H 3.293 -3.818 1.440  0.10
H 1.871 -3.556 2.474  0.07
N 1.256 -1.078 1.409  -0.07
C 2.025 -0.954 2.286  -0.40
N 2.854 -0.822 3.240  0.07
C 4.157 -0.844 3.240  -0.43
N 5.316 -0.865 3.322  0.07